12
Properties=species:S:1:pos:R:3:forces:R:3 method="wB97M-V/def2-TZVPD" energy_ha=-495.8551 lumo_energy_ev="-0.474 / -0.473" homo_energy_ha="-0.251 / -0.251" e_above_lowest_ev=0.000 multiplicity=1
C -0.5619 -0.1357 -0.7489 -2.56 0.72 -1.16
H -0.3521 -0.8213 -1.5785 -0.33 -0.20 0.54
O -1.9144 1.8213 -0.3173 -2.25 -1.19 3.80
C -1.7775 0.5850 -0.8507 3.56 -2.75 -3.04
H 1.7220 -1.4144 -0.6839 0.04 0.25 0.37
H 0.2122 0.6160 1.1251 0.12 -0.02 -0.24
C 0.4129 -0.0078 0.2496 2.34 -0.91 0.84
O 2.4677 -0.8498 1.1135 1.34 -0.83 -0.60
H -2.3588 0.8203 0.3909 0.99 3.07 -1.61
H -2.3176 0.3692 -1.7958 -0.17 0.17 0.69
C 1.5830 -0.7733 0.2090 -3.71 0.83 -2.02
In 2.8842 -0.2094 2.8871 0.63 0.85 2.43